[1]
Below is a cluster of 2 separate species, C3HN in total at a distorted geometry, with properties calculated with ωB97M-V/def2-TZVPD.

Calculated values
2S+1	1
max |F|	12.559	eV/Å
E	-169.2963	Eh
highest occupied orbital energy (alpha / beta)	-12.40 / -12.35	eV
energy relative to the best compared isomer or geometry (same formula, charge and spin)	749.2	kJ/mol
Kohn-Sham gap (alpha / beta)	8.55 / 8.82	eV

The geometry in XYZ format:
```
5
Properties=species:S:1:pos:R:3:forces:R:3
C -0.637 -1.478 -0.072 -3.663 6.269 9.775
C -0.320 -2.084 -0.954 3.518 -6.855 -9.918
C 0.407 1.109 0.345 -1.499 0.298 0.232
N 0.940 2.119 0.194 0.134 -0.755 0.054
H -0.392 0.334 0.486 1.510 1.043 -0.143
```
Forces are in eV/Å.

=====

[2]
Below is a structure of composition C7H6ClO3P at a distorted geometry, with properties calculated with ωB97M-V/def2-TZVPD.

Calculated values
2S+1	1
max |F|	3.920	eV/Å
charge	-2
E	-1297.6293	Eh
highest occupied orbital energy	-0.38	eV
energy relative to the best compared isomer or geometry (same formula, charge and spin)	0.0	kJ/mol
Kohn-Sham gap	6.19	eV

The geometry in XYZ format:
```
18
Properties=species:S:1:pos:R:3:forces:R:3
C -0.113 -0.902 -2.438 0.639 -0.094 -0.797
C 0.472 -1.750 -1.529 1.066 -0.051 -1.628
C -0.753 0.218 -1.911 -1.338 -0.809 -2.672
C 0.675 -1.368 -0.259 -1.980 1.166 2.106
C -0.859 0.506 -0.575 0.224 -0.833 1.101
C -0.041 -0.246 0.325 1.370 -2.085 -3.024
C 0.239 0.118 1.665 -0.767 0.404 2.473
O -1.384 1.857 1.786 -1.991 -0.553 0.010
O 0.568 2.411 3.230 1.386 0.601 2.769
O 0.703 2.695 0.668 0.063 -0.548 0.898
P 0.096 2.033 1.910 1.131 1.127 -3.125
Cl 1.590 -1.395 2.585 -0.261 0.927 -0.271
H 0.043 -1.048 -3.547 -0.666 0.089 1.270
H 0.985 -2.650 -1.788 0.171 -0.636 -0.697
H -1.367 0.592 -2.764 0.164 1.028 1.307
H 1.205 -2.083 0.329 0.296 0.265 0.703
H -1.585 1.173 -0.117 0.520 0.357 -0.304
H -0.473 -0.160 2.431 -0.025 -0.353 -0.119
```
Forces are in eV/Å.

=====

[3]
Below is a cluster of 2 separate species, C4H10INO2S in total at a distorted geometry, with properties calculated with ωB97M-V/def2-TZVPD.

Calculated values
2S+1	1
max |F|	5.012	eV/Å
E	-1059.2753	Eh
highest occupied orbital energy (alpha / beta)	-8.85 / -8.83	eV
energy relative to the best compared isomer or geometry (same formula, charge and spin)	507.0	kJ/mol
Kohn-Sham gap (alpha / beta)	7.62 / 7.59	eV

The geometry in XYZ format:
```
19
Properties=species:S:1:pos:R:3:forces:R:3
C 2.405 -1.992 0.774 -1.627 0.112 -1.856
C -1.133 2.550 -0.848 4.858 1.201 -0.287
C 0.172 -1.163 0.281 0.115 -0.716 0.544
C 0.407 0.295 -0.059 1.790 0.909 -0.579
N -3.113 0.572 1.647 -0.005 -0.088 -0.170
O -1.418 0.158 -2.008 -1.454 -1.008 -0.674
O 1.129 -1.652 1.225 -1.175 0.111 0.475
S -0.337 1.054 -1.621 1.349 0.598 1.406
I -3.826 -0.453 0.183 -0.021 0.086 0.171
H 2.940 -1.078 0.820 1.598 0.329 -0.239
H 2.378 -2.480 -0.232 0.024 0.817 0.166
H 2.708 -2.787 1.371 1.151 -0.907 1.555
H -1.443 2.374 0.157 -0.746 0.047 0.415
H -0.325 3.461 -0.921 -1.528 -2.363 0.663
H -1.756 2.860 -1.608 -2.264 0.343 -1.113
H -0.752 -1.261 0.929 0.489 -0.292 -1.769
H 0.373 -1.763 -0.643 -1.320 0.142 0.575
H 1.542 0.362 -0.164 -1.422 0.470 0.050
H 0.049 0.942 0.718 0.190 0.207 0.667
```
Forces are in eV/Å.

=====

[4]
Below is a structure of composition C35H52GaP3SbSe at a distorted geometry, with properties calculated with ωB97M-V/def2-TZVPD.

Calculated values
2S+1	1
max |F|	2.588	eV/Å
charge	+3
E	-6954.2276	Eh
highest occupied orbital energy (alpha / beta)	-15.45 / -15.47	eV
Kohn-Sham gap (alpha / beta)	3.04 / 5.49	eV

The geometry in XYZ format:
```
93
Properties=species:S:1:pos:R:3:forces:R:3
Ga 0.042 0.582 -1.190 -0.405 -1.356 -2.016
P -0.690 -2.642 -0.454 -0.483 -0.872 -0.376
P 2.275 -0.702 -1.699 0.062 0.020 0.913
P -2.518 0.558 -1.252 -0.623 -0.362 0.775
H 1.731 3.929 -4.035 -0.890 0.352 1.223
C 0.961 4.258 -3.274 0.495 0.884 0.818
C 0.659 3.586 -2.137 2.303 1.074 -0.489
H 1.346 2.736 -1.862 -0.986 1.729 -0.219
C -1.126 -3.827 -1.812 0.115 0.436 -0.296
C 0.645 -3.710 0.259 0.186 0.063 0.282
C -2.241 -2.951 0.542 0.252 0.004 0.132
C 3.258 0.522 -2.599 -0.055 0.237 -0.504
C 3.251 -1.015 -0.188 0.116 -0.251 0.197
C 2.514 -2.272 -2.621 -0.135 -0.146 -0.140
C -2.970 2.166 -1.958 0.325 0.059 -0.161
C -3.302 0.537 0.399 -0.037 0.064 0.244
C -3.557 -0.674 -2.141 0.210 -0.136 -0.319
H 0.588 5.299 -3.408 -0.188 -1.086 -0.270
H -0.058 3.981 -1.388 0.575 -0.412 -0.517
H -1.288 -4.847 -1.410 0.042 0.573 -0.233
H -0.308 -3.841 -2.554 -0.394 -0.140 0.216
H -2.037 -3.457 -2.307 0.276 -0.302 0.021
H 0.302 -4.761 0.201 0.298 0.497 0.325
H 0.935 -3.421 1.291 -0.208 -0.346 -0.601
H 1.543 -3.611 -0.390 -0.652 -0.137 0.547
H -2.340 -4.024 0.804 0.046 0.578 -0.069
H -3.105 -2.666 -0.099 0.610 -0.278 0.547
H -2.263 -2.329 1.455 -0.083 -0.357 -0.274
H 4.108 0.053 -3.116 -0.241 0.076 0.196
H 3.639 1.324 -1.955 -0.176 -0.249 -0.002
H 2.607 0.972 -3.357 0.182 0.016 -0.025
H 4.232 -1.427 -0.475 -0.295 0.103 0.157
H 2.727 -1.752 0.441 0.211 0.182 -0.166
H 3.416 -0.105 0.407 -0.107 -0.232 -0.302
H 3.599 -2.386 -2.764 -0.248 0.076 -0.008
H 2.023 -2.281 -3.603 0.161 0.159 0.245
H 2.163 -3.153 -2.069 0.058 0.426 -0.142
H -4.043 2.264 -2.162 0.195 -0.218 0.132
H -2.417 2.287 -2.893 -0.046 0.151 -0.031
H -2.667 2.955 -1.265 0.006 -0.028 -0.088
H -4.325 0.945 0.319 0.363 -0.144 -0.006
H -2.731 1.156 1.108 -0.249 -0.201 -0.166
H -3.377 -0.495 0.787 0.135 0.529 -0.185
H -4.532 -0.193 -2.341 0.430 -0.178 0.075
H -3.736 -1.576 -1.530 0.186 0.554 -0.333
H -3.093 -0.971 -3.098 -0.323 0.115 0.375
C -0.641 0.742 -5.075 0.060 0.070 0.186
C -0.159 2.079 -4.981 -0.175 0.028 0.427
C -0.625 3.112 -5.794 -0.096 -0.909 0.005
C -1.537 2.755 -6.813 0.329 0.183 -0.100
C -1.891 1.421 -7.048 0.123 -0.613 0.373
C -1.459 0.407 -6.175 -0.368 0.224 -0.232
Se -0.360 -0.594 -3.719 -0.270 0.777 -1.478
H 0.306 1.674 -2.419 -0.581 -1.071 1.444
H 0.542 2.295 -4.186 -0.210 -0.133 -0.379
H -0.301 4.160 -5.652 -0.209 -0.846 -0.128
H -1.931 3.532 -7.469 0.084 -0.216 0.143
H -2.517 1.164 -7.911 0.224 0.135 0.476
H -1.774 -0.634 -6.284 0.011 0.394 -0.198
C 1.999 -4.037 4.912 0.478 0.153 -0.288
C 0.638 -3.959 4.625 -0.338 0.400 -0.258
C 0.146 -2.887 3.877 -0.137 -0.232 0.277
C 1.014 -1.891 3.422 -1.027 0.625 -0.555
C 2.375 -1.977 3.704 0.472 0.068 0.225
C 2.869 -3.046 4.459 -0.145 0.151 0.057
Sb 0.247 -0.206 2.199 0.472 -0.020 1.208
C -1.338 0.639 3.450 0.144 -0.223 0.404
C -1.415 2.024 3.613 -0.163 0.194 -0.197
C -2.498 2.595 4.300 0.258 -0.455 0.136
C -3.444 1.765 4.914 -0.003 0.120 -0.426
C -3.355 0.378 4.769 0.322 0.143 0.116
C -2.282 -0.185 4.066 -0.254 0.019 -0.066
C 1.802 1.123 2.935 -0.404 0.298 -1.985
C 2.069 1.259 4.305 0.854 0.019 1.767
C 3.140 2.047 4.760 0.328 0.497 -0.258
C 3.874 2.811 3.836 -0.258 -0.508 1.569
C 3.555 2.746 2.467 -0.500 -0.167 -1.079
C 2.535 1.894 2.022 0.034 -0.049 0.189
H 2.400 -4.889 5.448 -0.096 0.102 0.089
H -0.040 -4.724 4.996 0.093 0.123 -0.110
H -0.924 -2.828 3.675 0.289 -0.120 0.008
H 3.047 -1.196 3.359 0.087 -0.208 -0.045
H 3.927 -3.089 4.708 -0.213 -0.042 -0.121
H -0.625 2.666 3.222 -0.308 -0.028 -0.062
H -2.574 3.679 4.372 0.057 -0.285 0.114
H -4.259 2.211 5.487 0.204 -0.178 -0.210
H -4.102 -0.276 5.222 0.266 0.211 -0.076
H -2.202 -1.269 4.039 -0.085 0.193 -0.149
H 1.459 0.755 5.060 0.125 -0.017 -0.369
H 3.379 2.054 5.835 -0.131 0.173 -0.659
H 4.681 3.467 4.168 -0.232 -0.264 -0.045
H 4.103 3.363 1.742 -0.235 -0.264 0.403
H 2.306 1.849 0.952 0.107 0.020 0.377
```
Forces are in eV/Å.